Record 1
Below is a cluster of 2 separate species, C3H2F4 in total in a non-equilibrium geometry, with properties calculated with ωB97M-V/def2-TZVPD.

```
9
Properties=species:S:1:pos:R:3:forces:R:3
C -0.7452 0.6776 1.2929 1.470 1.407 -1.138
C 0.4688 0.9628 0.8073 -2.019 -2.208 0.472
C -0.3204 -1.6283 -1.9098 0.214 -0.498 1.102
F 1.4759 0.9719 1.6195 1.560 0.734 0.485
F 0.8796 0.8577 -0.4426 -0.134 0.435 -0.045
F 0.0538 -1.2390 -3.0662 0.340 0.206 -0.678
F 0.7656 -2.1413 -1.3485 -0.555 0.303 -0.404
H -0.9501 0.8712 2.2923 0.323 -0.071 1.887
H -1.6281 0.6674 0.7550 -1.200 -0.309 -1.680
```
Positions in Å, forces in eV/Å.

## Properties
* spin multiplicity: 1
* LUMO energy: 0.21 eV
* energy relative to the best compared isomer or geometry (same formula, charge and spin): 3.131 eV
* HOMO-LUMO gap: 10.2 eV


Record 2
Below is a cluster of 3 separate species, C15H28NO9P2S in total, with properties calculated with ωB97M-V/def2-TZVPD.

```
56
Properties=species:S:1:pos:R:3:forces:R:3
C -0.1878 2.5109 0.4783 0.037 0.000 0.052
C 0.5140 1.1787 0.7777 0.124 0.098 -0.015
C -0.0140 0.6491 2.1136 -0.024 -0.017 -0.037
C 0.2171 0.1646 -0.3589 -0.093 0.030 -0.033
C 1.3998 -0.2898 -1.2549 -0.039 0.065 -0.096
P 0.6716 -0.5056 -2.9262 0.066 0.012 -0.064
S -0.2281 1.0371 -3.7046 0.000 -0.025 0.043
P 1.9519 -1.9901 -0.6451 0.017 -0.008 0.307
O 2.8592 -2.5087 -1.9067 -0.189 0.150 -0.059
O 3.2239 -1.5333 0.2713 0.095 -0.327 -0.230
C 2.5911 0.6781 -1.4210 -0.013 0.109 -0.029
C 2.8357 1.6947 -0.2673 -0.092 -0.015 0.077
C 4.2938 1.6463 0.1844 0.013 -0.008 -0.015
C 2.5271 3.1076 -0.7679 -0.020 0.088 0.026
N 1.9901 1.3553 0.9197 0.056 -0.465 -0.140
O 2.5453 0.6228 1.8109 -0.019 0.175 0.074
H -0.1202 2.8013 -0.5679 -0.042 -0.049 0.076
H 0.2179 3.3127 1.0974 -0.020 -0.002 0.019
H -1.2437 2.3925 0.7165 0.003 0.060 -0.059
H 0.4184 1.2035 2.9449 -0.049 0.057 0.009
H 0.2182 -0.4051 2.2553 0.101 0.027 0.026
H -1.0971 0.7668 2.1269 -0.034 -0.056 -0.048
H -0.2315 -0.7309 0.0823 0.012 -0.021 -0.012
H -0.5558 0.6112 -0.9891 -0.027 0.013 0.016
H 1.7406 -0.9956 -3.6893 0.001 -0.025 0.022
H -0.1273 -1.6546 -2.7859 0.017 0.013 -0.004
H 2.3860 -3.2239 -2.3577 0.006 -0.068 0.108
H 2.9857 -1.3563 1.1893 -0.064 0.227 0.077
H 3.4922 0.0791 -1.5571 0.004 -0.002 -0.014
H 2.4611 1.2625 -2.3367 -0.010 0.014 0.003
H 4.6288 0.6242 0.3371 -0.026 -0.005 0.045
H 4.9138 2.1096 -0.5842 -0.008 -0.038 -0.039
H 4.4258 2.1935 1.1170 0.007 0.056 -0.028
H 1.5626 3.1851 -1.2639 0.124 -0.026 -0.003
H 2.5671 3.8294 0.0493 -0.002 0.002 0.003
H 3.2857 3.3798 -1.5022 0.017 -0.001 0.003
C -3.9370 1.3666 5.0126 0.030 0.018 0.020
C -4.2115 2.8604 4.9705 -0.034 -0.019 0.007
O -3.6616 3.2317 3.7022 -0.024 0.007 -0.027
C -3.6215 2.1380 2.9086 0.045 -0.005 0.008
O -3.3572 2.1486 1.7506 -0.069 -0.013 0.030
O -3.9146 1.0261 3.6222 0.023 -0.005 -0.015
H -4.7087 0.7853 5.5086 -0.020 0.005 -0.025
H -2.9613 1.1362 5.4430 -0.010 -0.003 0.016
H -5.2790 3.0857 4.9670 0.003 0.005 0.019
H -3.7149 3.4273 5.7524 0.030 -0.006 -0.014
C -2.5184 -4.5192 -3.8940 -0.023 -0.052 -0.015
C -2.6503 -5.4202 -2.6774 -0.043 0.040 0.002
O -1.2837 -5.5857 -2.2742 0.055 0.025 0.017
C -0.5689 -4.5484 -2.7474 -0.100 0.058 -0.019
O 0.5538 -4.2968 -2.4396 0.125 -0.077 -0.075
O -1.3007 -3.8169 -3.6134 0.059 -0.023 0.001
H -3.3240 -3.8005 -4.0087 0.016 0.022 0.032
H -2.3864 -5.0843 -4.8174 -0.017 0.010 -0.003
H -3.1945 -4.9408 -1.8629 -0.011 -0.012 -0.006
H -3.0782 -6.3956 -2.8881 0.036 -0.011 -0.016
```
Positions in Å, forces in eV/Å.

## Properties
* spin multiplicity: 2
* LUMO energy (alpha / beta): 0.48 / 0.48 eV
* <S²>: 0.754
* HOMO-LUMO gap (alpha / beta): 8.3 / 8.7 eV


Record 3
Below is a cluster of 7 separate species, C23H39Cl2N6O13 in total in a non-equilibrium geometry, with properties calculated with ωB97M-V/def2-TZVPD.

```
83
Properties=species:S:1:pos:R:3:forces:R:3
C 4.3199 -2.5730 2.8346 0.004 0.073 0.483
C 4.4012 -1.3544 3.3693 0.086 0.061 0.191
C 5.2532 -0.2307 2.8752 1.175 -0.638 -0.658
C 4.7417 0.4644 1.5538 -0.879 0.885 1.154
C 3.3581 -0.0237 1.1109 0.087 -0.457 -0.465
C 2.7512 0.7367 -0.0668 1.647 0.315 0.052
C 3.7965 1.0340 -1.1459 -0.939 -0.228 -0.633
O 1.6953 0.0332 -0.7418 -0.339 0.066 0.335
C 0.8837 -0.8000 0.0406 -0.601 0.088 -0.142
C 0.0728 -0.1464 1.1333 -0.056 -0.198 0.474
C -0.5807 -0.9907 2.0405 -0.082 0.127 -0.035
C -1.3795 -0.5049 3.0684 0.288 0.204 -0.562
C -1.5286 0.8736 3.2120 0.225 -0.546 -0.224
C -0.8681 1.7111 2.3189 -0.424 0.296 0.364
C -0.0859 1.2258 1.2787 -0.171 -0.284 0.138
C 4.7125 1.8933 1.8264 -0.522 -1.293 0.156
Cl 5.9189 2.9315 0.8909 0.471 0.449 -0.160
C 3.9925 2.6181 2.6799 0.460 0.880 -0.708
C 4.0778 4.1135 2.8607 -0.702 -0.425 0.444
Cl 2.8297 1.8578 3.7399 -0.051 -0.180 0.097
H 5.1290 -3.0206 2.2749 -0.227 0.275 -0.820
H 3.4172 -3.1471 2.9986 0.284 -0.533 0.508
H 3.7962 -1.1573 4.2493 -0.783 0.343 -0.470
H 6.2440 -0.6549 2.6537 0.099 -0.033 0.100
H 5.4228 0.5059 3.6615 -0.116 0.055 0.151
H 2.6092 -0.0559 1.9151 -0.064 -0.033 0.050
H 3.4757 -1.0593 0.7748 -0.031 -0.115 -0.041
H 2.4379 1.7175 0.3013 -0.587 -0.052 -0.005
H 4.2164 2.0251 -1.0404 0.403 -0.040 0.228
H 4.5546 0.2610 -1.1957 0.259 0.056 0.150
H 3.2558 1.0341 -2.0992 0.014 0.040 -0.083
H 0.1512 -1.2194 -0.6468 0.033 -0.057 -0.208
H 1.4123 -1.6615 0.4522 0.286 0.083 0.130
H -0.4760 -2.0630 1.9271 0.108 -0.070 -0.011
H -1.8714 -1.2115 3.7195 -0.082 0.046 0.180
H -2.1397 1.2507 4.0182 0.002 0.252 0.025
H -0.9847 2.7772 2.4696 0.146 0.121 -0.145
H 0.4075 1.9003 0.5987 0.016 0.095 -0.062
H 3.1685 4.4399 3.3629 0.025 0.174 0.145
H 4.1261 4.6247 1.9060 0.301 0.047 -0.097
H 4.9303 4.3389 3.4986 0.148 0.319 -0.086
C -0.4701 -0.6024 -3.9975 0.121 0.123 0.107
N -0.8415 -1.9972 -3.6267 0.161 0.383 -0.006
O -0.4208 -2.4130 -2.5740 -0.140 -0.403 0.021
O -1.5422 -2.6202 -4.4042 -0.061 -0.053 0.002
H 0.1495 -0.1928 -3.2052 -0.002 -0.052 0.040
H 0.0707 -0.6513 -4.9377 -0.077 -0.016 -0.051
H -1.3920 -0.0395 -4.1082 -0.017 -0.025 -0.062
C -3.9071 2.8407 0.1706 -0.128 -0.121 0.081
N -2.8579 2.7334 -0.8786 -0.034 -0.096 0.079
O -2.6977 1.6491 -1.4065 -0.061 -0.002 -0.111
O -2.2380 3.7379 -1.1438 0.039 0.016 -0.023
H -4.3699 1.8688 0.2936 0.061 -0.030 0.024
H -3.4276 3.1571 1.0918 0.068 0.053 -0.051
H -4.6297 3.5771 -0.1685 0.052 0.062 0.013
C -6.0543 0.2095 -2.2938 0.060 0.004 -0.132
N -6.5855 1.1133 -1.2366 0.066 -0.061 -0.215
O -6.8077 2.2664 -1.5448 -0.016 0.068 0.098
O -6.7512 0.6340 -0.1363 -0.021 0.042 0.074
H -5.9559 0.7778 -3.2104 -0.010 0.050 0.028
H -5.0896 -0.1547 -1.9513 -0.028 -0.038 0.051
H -6.7614 -0.6065 -2.4083 0.037 -0.049 0.087
C -2.7687 -5.4701 -3.3363 0.161 -0.002 -0.018
N -3.4197 -6.3920 -2.3657 0.072 0.068 -0.002
O -2.7202 -7.1475 -1.7335 -0.016 -0.061 0.018
O -4.6349 -6.3236 -2.2642 0.027 -0.001 -0.017
H -1.7002 -5.6426 -3.3103 0.000 -0.011 0.072
H -3.1807 -5.6850 -4.3183 -0.101 0.067 0.012
H -3.0036 -4.4555 -3.0339 -0.049 0.005 -0.038
C -6.3692 -7.3111 -4.8277 -0.124 -0.166 0.116
N -5.3681 -7.3807 -5.9253 -0.054 -0.029 0.034
O -5.2688 -8.4195 -6.5408 0.017 -0.015 -0.035
O -4.7091 -6.3808 -6.1317 0.041 0.028 0.007
H -6.8718 -8.2689 -4.7673 0.027 -0.020 -0.057
H -5.8368 -7.0841 -3.9059 -0.041 0.096 -0.103
H -7.0669 -6.5162 -5.0731 0.074 0.075 0.012
C 5.1430 8.1250 3.5966 0.153 -0.026 -0.068
N 4.4694 7.3031 4.6386 0.075 -0.040 -0.049
O 5.1702 6.6224 5.3545 -0.031 0.010 0.090
O 3.2603 7.3760 4.6935 -0.042 0.031 0.034
H 6.2107 7.9566 3.6667 -0.007 -0.050 0.028
H 4.7576 7.8046 2.6335 -0.065 0.033 0.010
H 4.8929 9.1636 3.7904 -0.093 -0.012 -0.041
```
Positions in Å, forces in eV/Å.

## Properties
* spin multiplicity: 1
* LUMO energy: 1.28 eV
* total charge: -1
* HOMO-LUMO gap: 3.6 eV


Record 4
Below is a structure of composition H14LiO7 in a non-equilibrium geometry, with properties calculated with ωB97M-V/def2-TZVPD.

```
22
Properties=species:S:1:pos:R:3:forces:R:3
Li 0.1226 -0.5265 -0.2492 0.231 0.024 0.372
O -0.1554 -1.1535 1.7948 1.841 1.587 -1.472
H -0.0174 -0.4485 2.4368 -0.424 -0.119 0.209
H -0.7974 -1.7415 2.0988 -1.591 -1.246 1.118
O 1.7136 -1.7905 -0.6552 0.415 -0.029 -0.702
H 1.7076 -2.5365 -1.2812 0.078 0.326 0.433
H 2.4306 -1.2085 -0.9832 -0.532 -0.414 0.361
O -1.5024 -1.8095 -0.9772 0.986 1.302 -1.530
H -1.5564 -2.6095 -0.4772 -0.028 -0.989 0.268
H -1.0694 -2.0085 -1.8452 -0.770 -0.183 1.165
O 1.7686 0.8365 0.6258 0.316 -1.981 0.237
H 1.4886 1.7205 0.5678 -0.459 1.946 -0.011
H 2.0196 0.7095 1.5528 0.046 0.013 -0.283
O 0.6966 0.4445 -2.1312 -0.283 0.184 -1.313
H 1.3656 1.0435 -2.4772 0.569 0.237 0.643
H 0.2446 0.3035 -2.9812 -0.357 -0.356 0.470
O -1.1604 1.9975 2.3268 1.178 -0.738 -0.567
H -2.0544 2.2685 2.5078 -0.466 0.064 -0.032
H -1.1274 1.5905 1.4118 -0.735 0.772 1.720
O -1.2294 1.3845 -0.1322 2.255 1.516 -0.576
H -0.9144 2.2685 -0.4632 -0.112 -1.144 0.618
H -1.9734 1.2665 -0.6692 -2.160 -0.772 -1.127
```
Positions in Å, forces in eV/Å.

## Properties
* spin multiplicity: 1
* LUMO energy: -3.43 eV
* energy relative to the best compared isomer or geometry (same formula, charge and spin): 0.458 eV
* total charge: +1
* HOMO-LUMO gap: 10.5 eV


Record 5
Below is a structure of composition C22H16IN4O5RhS in a non-equilibrium geometry, with properties calculated with ωB97M-V/def2-TZVPD.

```
50
Properties=species:S:1:pos:R:3:forces:R:3
Rh 0.4034 -0.3039 -0.0382 -1.416 0.245 0.478
N -0.6233 3.5396 -0.9334 0.065 0.059 -0.024
C 0.6463 3.7162 -1.4808 -0.133 0.107 0.020
C 1.2275 4.8072 -2.1187 -0.013 -0.025 0.011
C 2.5312 4.6456 -2.5299 0.059 -0.055 -0.016
C 3.2335 3.4451 -2.3107 -0.022 0.069 -0.010
C 2.6517 2.3689 -1.6794 -0.039 -0.015 -0.017
C 1.3275 2.5188 -1.2668 -0.011 -0.141 0.096
N 0.4591 1.6480 -0.6026 0.135 0.052 -0.201
C -0.6782 2.3027 -0.4278 -0.180 -0.049 0.099
C -1.7577 1.6200 0.2742 0.179 -0.003 -0.033
C -2.9800 2.0043 0.7104 -0.086 -0.061 -0.037
S -3.7448 0.7008 1.5118 -0.089 0.065 0.042
C -2.3993 -0.2841 1.2502 0.019 -0.053 -0.148
N -1.4393 0.3100 0.5900 0.260 0.112 0.178
H -1.3682 4.2185 -0.9305 0.013 0.000 0.000
H 0.6906 5.7306 -2.2852 -0.012 0.002 0.007
H 3.0302 5.4605 -3.0349 0.012 0.005 0.002
H 4.2577 3.3706 -2.6477 0.008 0.001 -0.009
H 3.2024 1.4545 -1.5159 0.009 -0.014 0.009
H -3.4710 2.9569 0.6003 -0.014 0.020 0.006
H -2.3482 -1.3153 1.5656 0.016 -0.003 0.029
O -1.9732 -5.6915 -0.2516 0.049 0.248 -0.049
C -2.2217 -4.5409 -0.8873 0.038 -0.374 0.117
C -3.3670 -4.5089 -1.6869 -0.109 0.083 -0.132
C -3.6772 -3.3850 -2.4129 -0.019 -0.016 0.018
C -2.8587 -2.2469 -2.3674 -0.006 -0.049 -0.017
C -1.7591 -2.2590 -1.5513 0.013 -0.044 0.032
C -1.4253 -3.3886 -0.7774 -0.224 0.216 -0.164
C -0.2942 -3.3819 0.1360 0.738 -0.125 0.076
O 0.2615 -4.4139 0.5305 -0.358 -0.070 0.014
O 0.1686 -2.2355 0.6006 -0.160 0.173 -0.015
H -1.0978 -5.6502 0.1692 0.018 -0.031 0.025
H -3.9776 -5.3995 -1.7353 0.005 -0.011 0.005
H -4.5558 -3.3904 -3.0441 0.000 0.012 -0.010
H -3.0780 -1.3883 -2.9856 -0.015 0.011 -0.007
H -1.1012 -1.3935 -1.5512 -0.031 -0.021 -0.011
O 2.3012 -0.7617 -0.6800 0.932 -0.308 -0.453
O 1.8556 -1.3650 -1.6503 0.244 -0.040 -0.055
I 2.0623 -3.0963 2.0074 0.085 -0.180 -0.034
C 2.0556 -1.1230 2.7232 0.010 -0.157 0.130
C 2.5876 -0.9520 3.9885 0.015 0.182 0.067
C 2.6332 0.3382 4.5004 -0.013 -0.095 -0.017
C 2.1273 1.3781 3.7384 -0.017 -0.002 -0.046
C 1.5943 1.0914 2.4955 0.066 0.079 0.033
N 1.5614 -0.1462 1.9817 -0.048 0.191 -0.002
H 2.9528 -1.7925 4.5613 0.010 -0.011 -0.005
H 3.0479 0.5170 5.4832 0.010 0.006 0.000
H 2.1397 2.3972 4.0968 -0.004 0.002 0.004
H 1.1863 1.8734 1.8687 0.010 0.013 0.015
```
Positions in Å, forces in eV/Å.

## Properties
* spin multiplicity: 5
* LUMO energy (alpha / beta): -6.04 / -8.44 eV
* energy relative to the best compared isomer or geometry (same formula, charge and spin): 2.274 eV
* <S²>: 6.032
* total charge: +2
* HOMO-LUMO gap (alpha / beta): 7.7 / 5.3 eV


Record 6
Below is an isolated molecule of CHN3O4 in a non-equilibrium geometry, with properties calculated with ωB97M-V/def2-TZVPD.

```
9
Properties=species:S:1:pos:R:3:forces:R:3
O 1.5331 2.6208 -0.1217 -0.005 2.099 0.568
C 1.3701 1.5003 0.0774 -0.188 -1.042 -0.901
N 1.4060 0.3152 -0.0686 0.611 -1.145 -0.397
N 0.7610 -0.8519 0.1476 -2.363 1.248 1.866
O -0.4656 -0.9495 -0.5745 0.244 -0.135 -0.778
N -1.6987 -0.4570 0.1116 1.712 0.217 0.995
O -1.5572 0.1852 1.0935 0.581 0.250 0.504
O -2.6545 -0.7596 -0.4765 -1.048 -0.652 -1.196
H 1.3058 -1.6034 -0.1888 0.456 -0.840 -0.663
```
Positions in Å, forces in eV/Å.

## Properties
* spin multiplicity: 1
* LUMO energy: 0.19 eV
* energy relative to the best compared isomer or geometry (same formula, charge and spin): 0.503 eV
* SMILES: O=C=NNO[N+](=O)[O-]
* HOMO-LUMO gap: 10.1 eV